1.
{
  "formula": "C13H19P2Sr",
  "method": "ωB97M-V/def2-TZVPD",
  "total_charge": -1,
  "total_energy_ev": -33197.472,
  "relative_energy_ev": 0.000,
  "fmax_ev_per_a": 2.2,
  "homo_ev": -0.86,
  "symbols": ["C", "C", "C", "C", "C", "Sr", "P", "H", "H", "H", "H", "H", "H", "H", "H", "C", "P", "C", "C", "C", "C", "C", "C", "C", "H", "H", "H", "H", "H", "H", "H", "H", "H", "H", "H"],
  "coordinates": [[-0.356, -0.375, -4.255], [-0.952, -1.309, -5.141], [-0.223, -2.533, -5.075], [0.861, -2.371, -4.162], [0.812, -1.058, -3.626], [0.225, 1.693, -1.319], [-0.859, 4.379, -2.075], [-0.656, 0.669, -4.094], [-1.826, -1.122, -5.763], [-0.451, -3.438, -5.634], [1.535, -0.603, -2.937], [1.604, -3.128, -3.913], [-2.038, 4.997, -1.539], [-1.211, 4.565, -3.460], [-0.017, 5.542, -1.974], [0.753, -0.777, 0.204], [-0.186, 0.485, 1.194], [1.223, 1.684, 1.421], [-0.343, -0.272, 2.831], [0.751, -0.900, 3.454], [0.601, -1.438, 4.735], [-0.628, -1.353, 5.400], [-1.717, -0.726, 4.780], [-1.581, -0.185, 3.501], [0.087, -1.242, -0.543], [1.074, -1.561, 0.897], [1.662, -0.377, -0.288], [0.821, 2.710, 1.479], [1.691, 1.448, 2.383], [2.014, 1.616, 0.645], [1.718, -0.973, 2.949], [1.452, -1.925, 5.215], [-0.737, -1.775, 6.401], [-2.676, -0.657, 5.296], [-2.425, 0.311, 3.012]]
}

2.
{
  "formula": "C2H36N2O14",
  "method": "ωB97M-V/def2-TZVPD",
  "total_energy_ev": -34299.978,
  "relative_energy_ev": 2.156,
  "fmax_ev_per_a": 10.7,
  "homo_ev": -9.09,
  "symbols": ["N", "C", "C", "N", "H", "H", "H", "H", "H", "H", "H", "H", "H", "H", "O", "H", "H", "O", "H", "H", "O", "H", "H", "O", "H", "H", "O", "H", "H", "O", "H", "H", "O", "H", "H", "O", "H", "H", "O", "H", "H", "O", "H", "H", "O", "H", "H", "O", "H", "H", "O", "H", "H", "O"],
  "coordinates": [[-1.617, -0.359, 0.386], [-2.783, 0.401, 0.308], [-4.005, -0.499, 0.903], [-3.540, -1.853, 1.249], [-0.684, 0.132, 0.614], [-1.364, -0.713, -0.604], [-3.233, 0.556, -0.698], [-2.635, 1.432, 0.803], [-4.436, 0.059, 1.793], [-4.833, -0.496, 0.281], [-2.869, -2.199, 0.651], [-2.811, -1.644, 2.021], [0.027, 2.521, -1.191], [0.415, 2.674, 0.393], [0.063, 2.088, -0.284], [-0.341, -1.741, 2.277], [0.349, -2.272, 3.392], [0.568, -1.654, 2.526], [1.421, -0.117, 2.918], [2.806, 0.583, 3.047], [1.955, 0.712, 2.793], [-0.804, 1.151, -2.710], [-1.796, 0.894, -3.660], [-1.732, 0.895, -2.638], [3.484, -2.915, 1.232], [3.419, -1.535, 0.580], [3.661, -1.987, 1.313], [-2.081, 3.628, -3.031], [-2.911, 2.671, -2.134], [-2.575, 3.547, -2.269], [1.485, 0.778, -0.044], [2.281, 0.386, 1.264], [2.405, 0.752, 0.320], [-1.233, -3.774, 2.283], [-2.639, -3.420, 2.868], [-1.668, -3.425, 3.099], [-0.516, -3.727, -2.204], [-1.859, -4.012, -1.765], [-1.356, -3.723, -2.446], [0.280, 2.612, 2.700], [1.196, 3.630, 2.160], [0.419, 3.337, 2.101], [1.947, 0.842, -3.616], [1.592, 1.491, -2.346], [1.168, 0.984, -3.081], [3.941, -0.584, -2.804], [3.447, 0.505, -1.790], [3.598, 0.360, -2.749], [4.109, 2.578, -0.242], [3.414, 1.864, 0.908], [3.982, 2.599, 0.812], [1.346, -1.895, -2.266], [0.524, -0.700, -1.863], [1.021, -1.416, -1.560]]
}

3.
{
  "formula": "C41H44P3PdSSb",
  "method": "ωB97M-V/def2-TZVPD",
  "total_charge": 4,
  "total_energy_ev": -91910.334,
  "multiplicity": 5,
  "relative_energy_ev": 0.233,
  "fmax_ev_per_a": 0.5,
  "homo_ev": [-17.71, -18.38],
  "symbols": ["Pd", "C", "P", "C", "C", "C", "C", "C", "C", "C", "P", "C", "C", "H", "H", "H", "H", "H", "H", "H", "H", "H", "H", "H", "H", "H", "H", "H", "H", "C", "P", "C", "C", "C", "C", "C", "C", "C", "C", "C", "C", "C", "C", "H", "H", "H", "H", "H", "H", "H", "H", "H", "H", "H", "H", "H", "S", "Sb", "C", "C", "C", "C", "C", "C", "C", "C", "C", "C", "C", "C", "C", "C", "C", "C", "C", "C", "H", "H", "H", "H", "H", "H", "H", "H", "H", "H", "H", "H", "H", "H", "H"],
  "coordinates": [[-0.988, 1.019, -0.457], [-3.276, 1.070, 2.233], [-1.661, 0.407, 1.750], [-0.549, 0.816, 3.117], [-1.858, -1.393, 1.661], [-1.997, -2.147, 2.823], [-2.190, -3.520, 2.751], [-2.238, -4.154, 1.518], [-2.122, -3.411, 0.350], [-1.944, -2.031, 0.412], [-1.984, -1.035, -1.097], [-3.714, -0.968, -1.623], [-1.096, -1.870, -2.431], [-3.564, 0.677, 3.210], [-4.038, 0.778, 1.510], [-3.227, 2.158, 2.293], [-0.853, 0.310, 4.034], [-0.594, 1.892, 3.287], [0.476, 0.531, 2.884], [-1.966, -1.670, 3.795], [-2.313, -4.095, 3.659], [-2.394, -5.223, 1.462], [-2.198, -3.918, -0.604], [-4.059, -1.977, -1.865], [-3.815, -0.343, -2.511], [-4.341, -0.583, -0.818], [-1.362, -2.927, -2.490], [-0.020, -1.782, -2.288], [-1.365, -1.391, -3.374], [-4.296, 2.955, -1.267], [-2.492, 3.233, -1.143], [-1.720, 2.593, -2.648], [-2.421, 2.181, -3.782], [-1.733, 1.640, -4.858], [-0.349, 1.495, -4.812], [0.360, 1.896, -3.687], [-0.322, 2.438, -2.601], [-2.380, 5.041, -1.237], [-3.132, 5.807, -0.288], [-3.124, 7.168, -0.342], [-2.349, 7.810, -1.333], [-1.575, 7.061, -2.261], [-1.576, 5.698, -2.202], [-4.722, 3.428, -2.150], [-4.788, 3.353, -0.380], [-4.484, 1.882, -1.299], [-3.496, 2.298, -3.842], [-2.275, 1.345, -5.747], [0.176, 1.087, -5.665], [1.438, 1.813, -3.660], [0.253, 2.840, -1.766], [-3.715, 5.299, 0.469], [-3.698, 7.761, 0.356], [-2.340, 8.892, -1.392], [-1.002, 7.589, -3.012], [-1.004, 5.120, -2.915], [1.286, -0.045, -0.340], [2.876, -1.592, 0.877], [4.688, -0.909, 0.133], [5.665, -0.363, 0.964], [6.894, -0.026, 0.421], [7.139, -0.232, -0.931], [6.161, -0.785, -1.755], [4.931, -1.130, -1.226], [2.492, -1.319, 2.907], [3.130, -0.319, 3.644], [2.884, -0.214, 5.002], [2.017, -1.107, 5.624], [1.376, -2.096, 4.885], [1.606, -2.205, 3.524], [2.285, -3.463, 0.171], [1.876, -3.631, -1.151], [1.621, -4.907, -1.625], [1.792, -6.005, -0.787], [2.220, -5.833, 0.523], [2.471, -4.559, 1.012], [5.499, -0.222, 2.025], [7.665, 0.387, 1.057], [8.103, 0.028, -1.346], [6.367, -0.957, -2.803], [4.182, -1.579, -1.869], [3.813, 0.378, 3.174], [3.386, 0.550, 5.582], [1.853, -1.040, 6.692], [0.717, -2.797, 5.380], [1.109, -2.981, 2.954], [1.779, -2.782, -1.820], [1.317, -5.052, -2.653], [1.609, -7.002, -1.166], [2.376, -6.691, 1.163], [2.830, -4.443, 2.029]]
}

4.
{
  "formula": "C11H19F8N2O3",
  "method": "ωB97M-V/def2-TZVPD",
  "total_charge": 1,
  "total_energy_ev": -42566.826,
  "relative_energy_ev": 0.752,
  "fmax_ev_per_a": 5.7,
  "homo_ev": -13.11,
  "symbols": ["C", "C", "F", "N", "C", "N", "C", "C", "O", "O", "C", "F", "F", "C", "F", "F", "C", "F", "F", "F", "H", "H", "H", "H", "H", "H", "H", "H", "H", "H", "H", "C", "C", "C", "O", "H", "H", "H", "H", "H", "H", "H", "H"],
  "coordinates": [[-0.048, 0.752, 1.065], [-1.143, -0.373, 1.273], [-0.721, -1.049, 2.489], [-1.346, -1.360, 0.117], [-1.912, -2.607, 0.852], [-2.640, -3.541, -0.049], [-0.024, -1.962, -0.368], [0.806, -1.211, -1.466], [0.623, -1.196, -2.707], [1.983, -0.503, -1.026], [-2.226, -0.840, -0.953], [-1.747, 0.427, -1.458], [-2.204, -1.627, -2.152], [-3.744, -0.509, -0.653], [-4.480, -1.262, 0.259], [-3.797, 0.854, -0.187], [-4.661, -0.488, -2.005], [-5.873, 0.153, -1.591], [-5.053, -1.784, -2.405], [-4.138, 0.303, -3.027], [-0.323, 1.702, 1.649], [0.938, 0.381, 1.536], [0.197, 1.048, -0.001], [-2.130, 0.144, 1.560], [-1.062, -3.237, 1.310], [-2.692, -2.306, 1.648], [-3.564, -3.766, 0.366], [-2.133, -4.442, -0.099], [-0.148, -3.059, -0.707], [0.628, -2.037, 0.584], [1.889, 0.456, -1.212], [3.621, 3.722, 1.240], [4.015, 2.298, 0.883], [5.371, 2.254, 0.197], [3.026, 1.735, 0.016], [3.544, 4.343, 0.342], [2.639, 3.740, 1.722], [4.349, 4.175, 1.916], [4.041, 1.685, 1.788], [5.355, 2.825, -0.737], [5.636, 1.227, -0.064], [6.152, 2.664, 0.842], [2.997, 2.271, -0.789]]
}

5.
{
  "formula": "C3H2N4O",
  "method": "ωB97M-V/def2-TZVPD",
  "total_energy_ev": -11147.828,
  "smiles": "O=c1ncncnn1",
  "relative_energy_ev": 1.445,
  "fmax_ev_per_a": 3.2,
  "homo_ev": -9.33,
  "symbols": ["O", "C", "N", "C", "N", "C", "N", "N", "H", "H"],
  "coordinates": [[0.082, 2.174, 0.529], [-0.597, 1.261, 0.241], [-1.271, 0.284, 0.943], [-0.542, -0.835, 0.957], [0.639, -1.030, 0.381], [1.027, -0.571, -0.724], [0.151, -0.011, -1.648], [-0.733, 0.834, -1.325], [-0.842, -1.694, 1.594], [2.087, -0.412, -0.949]]
}